1.
DFT (wB97M-V/def2-TZVPD) results for C18H17BCeCl2F2N2P as an isolated structure at a distorted geometry.

Properties
**Charge**: +2
**<S²>**: 0.751
**Spin multiplicity**: 2
**Frontier orbital gap (spin up / spin down)**: 7.7 / 7.8 eV
**Highest occupied orbital energy (spin up / spin down)**: -14.673 / -14.681 eV

Geometry (Å):
Ce  -0.27935  -0.17332  0.28062
N  0.44419  -2.62795  -2.19665
P  1.18530  -2.43178  -0.65536
C  2.15452  -3.95151  -0.58033
C  1.54456  -5.19799  -0.42220
C  2.32376  -6.34122  -0.45395
C  3.69900  -6.24751  -0.63500
C  4.30392  -5.00824  -0.78782
C  3.53530  -3.85583  -0.75756
C  -0.24484  -2.82500  0.47949
C  -1.57828  -2.86348  0.04655
C  -2.59548  -3.10796  0.96510
C  -2.29642  -3.29308  2.31007
C  -0.98158  -3.22870  2.74790
C  0.03979  -2.97326  1.84270
C  -0.16145  -1.59823  -2.88065
C  -0.41084  -1.69451  -4.25338
C  -1.08001  -0.67244  -4.88266
C  -1.48262  0.44071  -4.13771
C  -1.18295  0.47058  -2.80468
N  -0.52464  -0.52342  -2.15710
H  0.73348  -3.42127  -2.75047
H  0.47494  -5.27076  -0.27031
H  1.85695  -7.30991  -0.33475
H  4.30156  -7.14570  -0.65001
H  5.37382  -4.93650  -0.92971
H  4.00339  -2.88479  -0.86887
H  -1.81331  -2.79860  -1.00977
H  -3.61963  -3.18419  0.62216
H  -3.09208  -3.49667  3.01419
H  -0.75392  -3.38475  3.79377
H  1.07089  -2.95417  2.18337
H  -0.07489  -2.56885  -4.79480
H  -1.29044  -0.72503  -5.94219
H  -2.01484  1.26171  -4.59519
H  -1.47596  1.32518  -2.19904
F  -0.89485  -0.11320  2.20595
B  -2.62970  0.22644  0.95789
F  -3.45933  -0.02707  1.85838
Cl  0.60968  2.46912  0.45867
C  2.15195  2.05971  1.24671
Cl  2.16928  0.30367  1.50208
H  2.21321  2.56737  2.20264
H  2.96944  2.33587  0.59129

***

2.
DFT (wB97M-V/def2-TZVPD) results for a 4-piece molecular cluster, C27H56INO17P4S overall at a distorted geometry.

Properties
**Frontier orbital gap**: 7.6 eV
**Highest occupied orbital energy**: -9.002 eV

Geometry (Å):
O  0.77218  -3.90308  0.04511
S  0.72618  -5.40908  -0.02921
O  0.60978  -5.90443  -1.66572
C  1.38481  -7.12882  -1.69918
C  0.68015  -8.37331  -0.91266
O  -0.61945  -8.55431  -1.51748
C  1.59964  -9.64783  -1.22014
C  1.21573  -10.81483  -2.17939
C  2.06205  -12.06839  -2.45596
N  3.31530  -12.24830  -1.81668
C  3.72237  -11.19056  -0.96979
C  3.02320  -9.87849  -0.57991
C  0.64174  -8.19999  0.68445
C  -0.54451  -7.28822  1.26201
P  -2.27623  -8.08586  1.26268
O  -3.08669  -7.38142  -0.10530
I  -2.21761  -10.49686  0.84445
O  -0.69311  -5.97662  0.65347
H  1.46970  -7.42607  -2.81141
H  2.45740  -7.03108  -1.31541
H  -0.51466  -8.44368  -2.49443
H  0.21113  -10.73799  -2.73272
H  1.68817  -12.89550  -3.15158
H  4.75211  -11.34411  -0.47279
H  3.48924  -9.12508  0.13959
H  1.69875  -7.85886  1.00724
H  0.54107  -9.26199  1.13213
H  -0.28875  -7.09548  2.37601
H  -3.13150  -8.06394  -0.81052
O  5.76860  -1.57638  -4.47406
P  4.95807  -2.68577  -3.79684
O  5.23877  -2.19166  -2.22782
C  5.16976  -0.81794  -1.86224
C  3.76198  -0.40712  -1.47062
O  6.12122  -3.86248  -3.88464
C  7.16540  -3.78543  -4.84371
C  8.39371  -3.11615  -4.25359
O  3.97404  -3.92879  -3.16348
C  2.80103  -3.64485  -2.41907
C  1.72322  -3.00950  -3.26772
H  5.54244  -0.16221  -2.65118
H  5.83212  -0.68428  -1.00235
H  3.06754  -0.55351  -2.30157
H  3.73283  0.64499  -1.17787
H  3.40218  -1.00373  -0.62872
H  6.82758  -3.28095  -5.75375
H  7.42105  -4.80999  -5.13356
H  8.15177  -2.15040  -3.80063
H  9.15726  -2.96187  -5.01717
H  8.81474  -3.73383  -3.45461
H  3.04197  -3.04424  -1.54334
H  2.43487  -4.60193  -2.03538
H  2.09126  -2.11581  -3.77825
H  0.86695  -2.73757  -2.64642
H  1.38799  -3.70704  -4.03979
O  0.17939  0.96619  0.76663
P  -1.01861  1.51032  1.55116
O  -0.13229  2.22683  2.77084
C  1.04271  2.97670  2.48629
C  0.72891  4.43451  2.20396
O  -1.40025  0.10222  2.33351
C  -0.99231  -1.15560  1.81280
C  0.32682  -1.59160  2.42343
O  -2.42740  2.12128  2.30024
C  -2.65177  3.51184  2.44749
C  -2.87065  4.20288  1.11958
H  1.61207  2.55200  1.65759
H  1.68133  2.91484  3.37181
H  0.06911  4.53091  1.33816
H  1.64454  4.99604  2.00432
H  0.22636  4.89668  3.05728
H  -0.94414  -1.13246  0.72027
H  -1.76564  -1.88541  2.07371
H  1.09383  -0.81686  2.33046
H  0.69200  -2.50212  1.94898
H  0.20590  -1.77698  3.49529
H  -1.84554  3.96844  3.02019
H  -3.55255  3.61932  3.05963
H  -2.04791  4.00925  0.42703
H  -2.96466  5.28151  1.26774
H  -3.78391  3.83361  0.64623
O  -5.81838  11.38843  0.68867
P  -5.16061  10.07092  1.10992
O  -4.59603  10.60795  2.58582
C  -5.40783  11.40376  3.44149
C  -6.26143  10.55275  4.36363
O  -3.76378  10.25961  0.24094
C  -3.71670  11.12246  -0.88630
C  -3.23457  12.50603  -0.48869
O  -4.52419  8.53316  1.49534
C  -4.99067  7.78857  2.60631
C  -6.41944  7.32504  2.42634
H  -6.04058  12.09573  2.88300
H  -4.73030  12.01369  4.04535
H  -6.93367  9.90987  3.78997
H  -6.86427  11.18149  5.02298
H  -5.63695  9.90783  4.98687
H  -4.68553  11.16156  -1.39281
H  -3.00990  10.68945  -1.60165
H  -3.81490  12.91475  0.34358
H  -3.29788  13.19671  -1.33049
H  -2.19612  12.46174  -0.14710
H  -4.85485  8.35329  3.52768
H  -4.33920  6.91343  2.69219
H  -7.08656  8.16186  2.20538
H  -6.76858  6.82085  3.33053
H  -6.48894  6.62738  1.58796

***

3.
DFT (wB97M-V/def2-TZVPD) results for a 2-piece molecular cluster, C3H3NO2 overall at a distorted geometry.

Properties
**Frontier orbital gap**: 10.4 eV
**SMILES**: O=C=NO.C#C
**Highest occupied orbital energy**: -10.008 eV

Geometry (Å):
C  1.79044  1.08063  -0.15716
C  1.79921  -0.07851  -0.40241
C  -1.64429  0.16182  1.09201
N  -0.94771  -0.29387  0.21443
O  -2.17894  0.57243  2.04913
O  -1.20184  -0.84764  -1.00597
H  1.57335  2.17215  0.05553
H  1.72110  -1.05207  -0.76652
H  -0.91133  -1.71494  -1.07903

***

4.
DFT (wB97M-V/def2-TZVPD) results for C4H8S as an isolated structure at a distorted geometry.

Properties
**Frontier orbital gap**: 9.5 eV
**Highest occupied orbital energy**: -8.954 eV

Geometry (Å):
C  0.71032  -1.26727  -2.61338
C  0.82751  -1.26763  -1.16235
C  0.23539  -0.05626  -0.67610
C  0.36839  0.57698  0.70716
H  0.76380  -0.10399  -3.06040
H  1.40710  -2.08714  -3.02188
H  -0.28557  -1.73506  -3.39346
H  1.45198  -2.14980  -0.68669
H  0.02053  0.64726  -1.69431
H  0.74392  -0.05334  1.49193
H  1.01178  1.41764  0.89167
H  -1.82039  2.14108  1.79054
S  -1.00893  0.87553  1.88442

***

5.
DFT (wB97M-V/def2-TZVPD) results for the molecule C7H13F at a distorted geometry.

Properties
**Frontier orbital gap**: 9.3 eV
**SMILES**: CC(C)=C(F)C(C)C
**Highest occupied orbital energy**: -8.331 eV

Geometry (Å):
C  1.40366  0.22911  -0.09679
C  0.08869  0.78652  -0.11891
C  2.55373  1.10925  -0.24269
C  1.73259  -1.21941  0.19617
C  -1.74423  -0.20929  1.40138
C  -2.32367  0.35621  -0.84745
C  -1.12446  -0.12930  0.04208
F  -0.10600  2.09377  -0.27893
H  2.22780  2.12042  -0.23169
H  2.92154  0.95078  -1.27313
H  3.35161  0.79710  0.45849
H  2.17845  -1.28655  1.17994
H  2.34617  -1.74232  -0.57248
H  0.72164  -1.77196  0.13317
H  -2.33054  0.68154  1.79477
H  -2.58617  -0.92917  1.35824
H  -1.00614  -0.51826  2.10194
H  -3.13655  -0.38426  -0.87953
H  -2.64894  1.14894  -0.25388
H  -1.83385  0.84090  -1.76099
H  -0.77331  -1.13802  -0.31928

***

6.
DFT (wB97M-V/def2-TZVPD) results for C16H10BrF5OTi as an isolated structure at a distorted geometry.

Properties
**Charge**: -1
**<S²>**: 0.753
**Spin multiplicity**: 2
**Frontier orbital gap (spin up / spin down)**: 4.6 / 4.6 eV
**Highest occupied orbital energy (spin up / spin down)**: -2.541 / -2.541 eV

Geometry (Å):
C  2.96600  0.41650  0.38805
C  2.95434  1.55842  1.23392
C  2.14472  1.26685  2.38529
H  3.57950  2.43508  1.13765
C  1.60879  -0.06156  2.21017
C  2.12727  -0.56341  0.96586
H  2.07996  -1.60347  0.65479
H  3.63689  0.27300  -0.45232
H  2.03707  1.87543  3.28734
H  1.08562  -0.63736  2.96865
Ti  0.67168  1.38680  0.81060
Br  0.87392  3.39424  -0.32601
C  0.13239  -0.75735  -3.28680
C  0.77887  -1.90810  -2.72991
C  2.18258  -1.69963  -2.82283
H  0.27840  -2.76599  -2.27814
C  2.42292  -0.45592  -3.49581
C  1.12950  0.09429  -3.83398
H  0.96995  1.03610  -4.36836
H  -0.93967  -0.58677  -3.32927
H  2.97306  -2.39238  -2.45345
H  3.38134  -0.03519  -3.77242
F  -5.81940  -0.09617  2.34881
C  -4.56199  -0.03961  1.87645
C  -4.20762  -0.81783  0.76762
F  -5.15522  -1.54023  0.11980
C  -2.88797  -0.83644  0.33638
F  -2.56590  -1.59901  -0.74098
C  -1.92733  0.00113  0.95534
O  -0.72575  0.25127  0.39372
C  -2.31868  0.71882  2.10477
F  -1.35731  1.53198  2.70052
C  -3.61588  0.73054  2.56376
F  -3.93207  1.42594  3.68079

***

Number 1: total energy -75283.7533 eV. Number 2: total energy -121289.4102 eV. Number 3: total energy -8739.3975 eV. Number 4: total energy -15108.1965 eV. Number 5: total energy -10185.6718 eV. Number 6: total energy -125547.1412 eV.